103
Properties=species:S:1:pos:R:3:forces:R:3:lowdin_charge:R:1 method="wB97M-V/def2-TZVPD" spin_multiplicity=1 smiles="C#CCCCC1=C(CC(C)C)C(=O)c2ccc(-c3ccccc3)cc2C1=O.CCOP(=O)(OCC)OCC.CCOP(=O)(OCC)OCC" e_lumo_ev=-0.47 orbital_gap_ha=0.3031 e_tot_ha=-2877.37902 e_homo_ev=-8.72
C -2.034 0.702 2.901 -0.2887 -0.0697 0.8340 0.11
C -2.387 0.827 1.766 0.7102 0.5101 -1.0180 -0.14
C -2.438 1.142 0.318 -0.1661 -0.9567 0.5350 -0.20
C -1.051 1.096 -0.364 -0.3685 0.4608 -0.2031 -0.18
C -0.012 1.860 0.458 0.6530 -0.2295 0.4571 -0.14
C 1.340 2.049 -0.202 -0.2817 -0.1378 -0.2379 -0.07
C 1.596 2.920 -1.188 0.1003 0.3206 -0.4628 -0.09
C 0.590 3.834 -1.860 -0.2200 -0.1534 0.0401 -0.10
C 0.762 3.892 -3.394 -0.3229 0.2677 -0.4654 -0.39
C 1.022 2.518 -4.062 0.7928 0.0325 0.0185 -0.05
C -0.441 4.561 -4.122 0.6296 -0.8635 0.1708 -0.07
C 3.013 3.024 -1.713 -0.2038 -0.6503 0.5777 -0.30
O 3.512 4.081 -2.012 0.0241 0.0614 -0.3428 0.13
C 3.742 1.706 -1.784 -0.4053 0.9194 0.0847 -0.10
C 4.635 1.442 -2.806 0.1007 -0.3283 0.3164 0.01
C 5.246 0.190 -2.839 -0.5826 0.8062 0.0585 -0.01
C 4.950 -0.752 -1.852 0.6922 -0.9318 -0.2152 -0.14
C 5.603 -2.107 -1.950 -0.3151 0.3653 -0.0983 -0.16
C 5.721 -2.947 -0.842 -0.0287 -0.0371 -0.1230 -0.03
C 6.316 -4.193 -0.972 0.1676 -0.1842 0.1237 -0.08
C 6.798 -4.622 -2.198 0.1762 -0.1763 -0.5755 -0.10
C 6.663 -3.815 -3.321 -0.1883 0.4203 0.4493 -0.08
C 6.074 -2.561 -3.185 0.1808 -0.4650 -0.2258 -0.04
C 4.079 -0.453 -0.803 0.0553 0.3461 0.0203 0.05
C 3.467 0.791 -0.773 -0.0290 -0.1342 -0.0805 -0.07
C 2.483 1.202 0.293 0.1588 0.2821 -0.5309 -0.25
O 2.617 0.905 1.455 0.0485 -0.2526 -0.3296 0.11
H -1.818 0.639 3.944 0.0167 -0.1579 -0.1137 0.03
H -2.901 2.126 0.205 0.0193 -0.0998 -0.1514 0.12
H -3.073 0.376 -0.140 -0.1185 0.3796 -0.2529 0.11
H -0.734 0.064 -0.549 -0.0010 0.0773 0.2867 0.12
H -1.196 1.527 -1.362 0.1413 0.0163 0.1301 0.10
H 0.163 1.268 1.362 -0.0180 0.2031 -0.0390 0.09
H -0.386 2.822 0.826 -0.1460 -0.0729 -0.2869 0.14
H 0.669 4.851 -1.456 0.1066 -0.1066 -0.0684 0.14
H -0.424 3.496 -1.620 0.1363 -0.0213 0.0229 0.11
H 1.632 4.526 -3.588 -0.0533 -0.1269 0.1082 0.12
H 0.344 2.288 -4.886 -0.0903 0.1321 0.1801 0.07
H 1.013 1.669 -3.369 -0.1655 0.1527 0.0097 0.08
H 2.029 2.534 -4.499 -0.1409 -0.1803 0.0319 0.08
H -1.142 3.756 -4.370 -0.3553 0.3904 0.3015 0.06
H -0.909 5.353 -3.534 -0.0106 0.0063 -0.2020 0.07
H -0.080 4.921 -5.091 -0.1655 0.2810 0.1903 0.08
H 4.825 2.217 -3.542 0.0743 -0.1540 0.0180 0.13
H 5.919 -0.012 -3.661 0.0823 -0.1782 0.1990 0.11
H 5.342 -2.634 0.125 0.1280 -0.0057 -0.0708 0.11
H 6.430 -4.850 -0.116 -0.0937 0.1650 0.0110 0.10
H 7.288 -5.583 -2.320 -0.1318 0.0394 0.2463 0.10
H 7.006 -4.133 -4.299 0.0215 -0.0625 0.1318 0.10
H 5.987 -1.977 -4.093 -0.1540 0.1363 0.1940 0.10
H 3.867 -1.168 -0.016 0.0031 0.0485 -0.1307 0.12
C -4.569 -3.052 -5.641 -0.0947 0.0279 0.1734 -0.08
C -3.937 -1.676 -5.761 0.1919 -0.2561 -0.1108 -0.29
O -4.901 -0.633 -5.672 -0.3516 -0.4261 0.6594 -0.20
P -5.630 -0.345 -4.235 0.2140 4.9233 -5.4276 0.57
O -4.512 0.140 -3.378 -0.7648 -2.9869 2.0515 -0.23
O -6.342 1.084 -4.586 -0.3908 -0.5062 0.5248 -0.20
C -6.001 2.230 -3.800 0.0583 0.2433 -0.0097 -0.29
C -4.796 2.957 -4.352 0.1578 0.1236 -0.1730 -0.08
O -7.023 -1.139 -4.648 1.3768 -1.1096 2.5155 -0.18
C -7.610 -2.039 -3.689 -0.2950 -0.2177 0.2207 -0.28
C -7.865 -1.373 -2.351 0.1479 0.1938 0.0112 -0.08
H -4.901 -3.236 -4.613 0.0313 -0.0470 -0.0189 0.06
H -3.853 -3.833 -5.902 0.0168 0.0205 0.0242 0.08
H -5.441 -3.137 -6.289 0.0535 0.0211 -0.0615 0.08
H -3.164 -1.538 -4.999 -0.0265 0.0458 0.0032 0.11
H -3.460 -1.577 -6.736 -0.0830 0.1398 -0.0046 0.12
H -5.821 1.945 -2.764 0.0199 -0.0779 -0.0401 0.10
H -6.878 2.881 -3.799 -0.0326 -0.0762 -0.1679 0.12
H -3.963 2.272 -4.511 -0.0259 -0.0407 0.1460 0.07
H -4.478 3.728 -3.647 0.0075 0.0391 -0.0538 0.08
H -5.010 3.427 -5.312 -0.0978 0.0215 0.0385 0.08
H -6.963 -2.913 -3.564 -0.0361 -0.0152 -0.0398 0.10
H -8.549 -2.386 -4.117 0.0734 0.0987 -0.1732 0.12
H -6.924 -1.087 -1.865 -0.0337 -0.0645 -0.0054 0.07
H -8.393 -2.050 -1.680 0.0081 -0.0061 -0.0116 0.08
H -8.454 -0.464 -2.478 -0.0732 -0.0548 -0.0280 0.09
C -0.125 -0.397 10.035 0.0630 -0.1780 -0.0682 -0.08
C -0.338 0.321 8.713 -0.2385 0.0702 0.2317 -0.29
O 0.830 0.310 7.901 0.0982 -0.7984 0.1165 -0.20
P 1.319 -1.102 7.235 2.3041 6.0615 -2.5590 0.55
O 0.221 -1.469 6.300 -0.1554 -2.6325 2.0065 -0.23
O 2.461 -0.553 6.211 0.0346 -0.6475 0.3945 -0.20
C 2.355 -0.748 4.798 -0.1512 0.2226 -0.2901 -0.28
C 1.667 0.422 4.130 -0.2440 0.1007 0.3823 -0.08
O 2.504 -1.369 8.364 -2.1318 -2.2136 -0.0317 -0.19
C 2.624 -2.685 8.932 0.1510 -0.3061 0.1492 -0.28
C 2.776 -3.761 7.875 -0.0948 0.0711 -0.2031 -0.08
H -0.055 -1.478 9.879 -0.0374 0.0140 0.0432 0.06
H -0.956 -0.212 10.715 -0.0155 -0.0068 -0.0322 0.08
H 0.802 -0.071 10.508 -0.0326 0.0764 -0.0074 0.08
H -1.179 -0.117 8.167 0.0392 0.0004 -0.0343 0.11
H -0.577 1.368 8.900 0.1165 0.0259 -0.1104 0.12
H 1.852 -1.689 4.574 -0.1338 0.0541 0.1049 0.10
H 3.373 -0.838 4.414 0.0573 0.0445 0.1848 0.12
H 0.717 0.658 4.613 0.0058 -0.1933 0.0906 0.07
H 1.477 0.206 3.087 -0.0139 -0.0270 -0.0033 0.04
H 2.286 1.317 4.190 0.0440 -0.0302 -0.0825 0.08
H 1.756 -2.890 9.566 0.0403 0.0063 0.0366 0.10
H 3.502 -2.669 9.577 -0.0086 0.2020 -0.0344 0.12
H 1.869 -3.847 7.266 0.0194 -0.0176 0.0647 0.07
H 2.959 -4.731 8.338 -0.0009 0.0125 0.0132 0.08
H 3.599 -3.527 7.200 0.0591 -0.0086 0.0727 0.09

---

15
Properties=species:S:1:pos:R:3:forces:R:3:nbo_charge:R:1 method="wB97M-V/def2-TZVPD" spin_multiplicity=1 smiles=O.O.O.O.O e_lumo_ev=0.00 orbital_gap_ha=0.4176 e_tot_ha=-382.16118 e_homo_ev=-11.36
O -1.803 0.138 0.159 -0.1567 -0.1302 0.0076 -0.91
H -0.934 0.195 0.570 -0.2048 -0.0231 -0.6067 0.44
H -1.614 -0.080 -0.761 -0.0040 0.5445 0.2132 0.47
O 0.062 0.583 -4.604 0.1445 -0.1219 -0.0660 -0.94
H 0.987 0.641 -4.341 -0.1301 0.0522 -0.0141 0.46
H -0.210 -0.295 -4.315 -0.0310 0.1259 0.0974 0.47
O 2.504 0.095 3.213 -0.0617 0.1549 -0.1646 -0.94
H 2.468 1.058 3.228 0.0533 -0.0480 0.0602 0.47
H 2.983 -0.109 2.402 -0.0215 -0.0458 0.0946 0.47
O -0.018 -0.942 -1.700 0.1623 -0.2812 -0.1807 -0.95
H 0.749 -1.523 -1.738 -0.0142 0.0581 -0.0036 0.48
H -0.718 -1.500 -1.345 0.1299 -0.2623 -0.0096 0.47
O -1.081 0.236 2.994 0.1605 0.1041 0.0242 -0.91
H -0.610 0.289 2.155 -0.0364 -0.0150 0.5833 0.44
H -0.409 0.441 3.654 0.0099 -0.1122 -0.0353 0.47

---

17
Properties=species:S:1:pos:R:3:forces:R:3:nbo_charge:R:1 method="wB97M-V/def2-TZVPD" spin_multiplicity=1 charge=+1 smiles=C[C@@]1(P)CC[NH2+]1 e_lumo_ev=-3.59 orbital_gap_ha=0.3974 e_tot_ha=-554.77806 e_homo_ev=-14.41
C -0.341 1.572 0.545 -1.4027 0.2457 -3.5852 -0.68
C -0.437 0.231 -0.075 -0.0506 -1.9159 2.3724 0.08
P -1.984 -0.713 -0.066 -1.6065 1.3468 1.4897 0.39
C 0.494 -0.280 -1.140 1.4625 2.5637 -0.4879 -0.51
C 1.292 -1.132 -0.183 3.5760 -1.1340 -2.2672 -0.23
N 0.655 -0.758 1.012 -2.3715 0.4191 1.2677 -0.62
H -0.947 1.726 1.397 -0.8329 0.1191 0.6910 0.25
H -0.686 2.176 -0.369 0.1835 -0.0946 1.5090 0.27
H 0.641 1.859 0.722 1.9465 0.6274 0.3132 0.22
H -2.187 -0.493 -1.401 -0.3455 0.1968 -0.9982 0.00
H -2.790 0.467 0.408 0.5765 -1.4603 -0.5448 0.02
H 1.000 0.624 -1.589 0.0046 -1.1245 0.3836 0.24
H 0.046 -0.795 -1.944 -0.6937 -0.6247 -0.7427 0.25
H 1.198 -2.207 -0.400 0.1859 0.4482 0.1449 0.25
H 2.396 -0.823 -0.111 -1.4507 -0.9377 -0.4289 0.23
H 0.478 -1.402 1.777 -0.4772 -0.5498 -0.4334 0.43
H 1.172 -0.052 1.418 1.2957 1.8747 1.3168 0.39

---

9
Properties=species:S:1:pos:R:3:forces:R:3:nbo_charge:R:1 method="wB97M-V/def2-TZVPD" spin_multiplicity=1 smiles="C/C=C/Cl" e_lumo_ev=1.13 orbital_gap_ha=0.3899 e_tot_ha=-577.43676 e_homo_ev=-9.48
C 1.193 0.053 0.073 1.6002 0.4620 0.8641 -0.65
C -0.249 0.345 0.171 -1.3098 0.7192 1.3163 -0.24
C -1.275 -0.299 -0.345 -0.1802 -4.1533 -2.6709 -0.19
Cl -2.967 -0.087 0.077 0.7678 0.2965 -0.1920 -0.02
H 1.631 -0.953 0.107 -0.9678 -0.0760 -0.1011 0.23
H 1.683 0.544 -0.741 0.0581 0.3406 -0.9970 0.23
H 1.660 0.579 0.919 -0.0585 -0.2936 0.0149 0.22
H -0.511 1.173 0.894 0.2357 -0.8905 -0.9328 0.22
H -1.166 -1.354 -1.156 -0.1454 3.5951 2.6987 0.21